5 unconnected molecules or ions with the total composition C9H18Cl12P2. Source: the Open Molecules 2025 dataset; level of theory: ωB97M-V/def2-TZVPD.

Cartesian coordinates (Å):
H: 0.89 -3.20 -3.30
H: -2.05 0.94 -2.61
H: -0.72 -0.86 -5.29
H: -2.54 0.94 -0.93
Cl: 2.37 -1.75 1.24
C: 2.26 2.75 3.11
H: -0.67 0.15 -3.84
Cl: 3.78 1.09 6.68
C: -0.25 0.65 0.33
Cl: 1.84 -2.37 4.02
Cl: -6.39 1.17 -2.90
P: -2.27 -1.33 -1.62
H: 0.72 1.04 0.64
H: -1.02 1.25 0.83
C: -0.43 -0.83 -4.24
H: 5.57 2.50 7.20
H: 0.24 -0.06 -1.64
C: -6.24 0.24 -4.39
H: 3.66 -3.01 2.72
Cl: 1.68 1.18 3.66
H: -6.48 0.89 -5.22
C: 0.11 -3.08 -2.55
C: 4.50 2.64 7.08
Cl: -7.39 -1.10 -4.41
Cl: 3.80 2.57 2.26
Cl: 3.86 3.27 8.59
C: -0.41 0.70 -1.18
H: -3.57 -1.27 -2.14
C: 2.60 -2.92 2.53
H: -0.07 1.67 -1.55
H: 0.54 -2.57 -1.69
Cl: -4.60 -0.35 -4.61
P: -1.29 -2.20 -3.35
H: 0.65 -0.95 -4.18
C: -1.86 0.47 -1.64
Cl: 1.06 3.54 2.09
H: -0.23 -4.07 -2.25
H: 2.44 3.36 3.98
H: -0.34 -0.37 0.71
Cl: 4.26 3.80 5.77
Cl: 1.99 -4.50 2.06

Computed properties:
- SMILES: CCC[PH]#P(C)C.ClC(Cl)Cl.ClC(Cl)Cl.ClC(Cl)Cl.ClC(Cl)Cl
- E_LUMO: 0.4 eV

***

9 unconnected molecules or ions with the total composition C30H84N6O12 in a non-equilibrium geometry. Source: the Open Molecules 2025 dataset; level of theory: ωB97M-V/def2-TZVPD.

Cartesian coordinates (Å):
H: 12.99 11.30 16.27
C: 17.49 15.48 15.31
H: 9.22 11.45 14.30
H: 13.55 12.76 19.09
O: 16.90 7.73 13.59
H: 8.58 16.45 14.75
C: 16.39 9.92 10.56
C: 8.23 14.43 15.34
C: 17.37 15.61 7.90
N: 13.17 15.61 19.06
C: 17.70 16.54 13.26
N: 18.86 17.39 8.32
H: 18.64 18.12 7.65
H: 16.70 17.00 13.30
H: 17.65 7.13 13.60
H: 20.01 14.76 15.52
H: 12.49 10.17 15.00
N: 16.21 11.13 18.66
H: 18.74 8.06 17.14
O: 18.22 16.38 14.57
N: 7.43 14.94 16.48
N: 11.47 12.54 14.38
H: 7.05 14.16 16.99
H: 7.82 13.45 13.39
H: 19.60 8.75 18.57
H: 17.27 14.53 14.77
C: 18.16 15.16 16.59
H: 10.79 12.24 16.40
C: 11.04 15.97 13.65
H: 15.34 11.55 18.31
H: 19.88 14.13 17.22
H: 16.24 18.01 8.34
C: 19.54 8.70 17.48
C: 9.10 15.51 19.92
C: 12.35 14.49 18.56
C: 17.73 16.64 8.89
O: 16.18 14.97 8.17
O: 19.36 10.03 16.99
C: 16.39 14.09 9.20
O: 9.89 15.18 13.79
H: 15.91 5.96 14.20
C: 9.17 15.53 14.94
C: 16.56 11.09 16.28
H: 15.53 14.62 13.41
C: 9.79 10.82 15.01
H: 8.51 14.83 19.28
C: 17.67 9.84 9.83
H: 10.19 10.06 14.33
H: 15.50 10.92 16.08
H: 15.75 9.06 10.34
H: 16.41 14.66 10.16
C: 16.58 17.56 9.28
H: 18.38 17.21 12.74
H: 18.31 10.68 10.08
H: 10.90 17.06 13.65
H: 8.96 13.64 15.65
H: 15.37 13.32 15.25
C: 12.86 9.31 17.57
H: 16.29 15.06 17.49
O: 14.52 13.74 14.98
H: 15.53 13.42 9.26
H: 15.72 17.10 9.77
H: 20.46 8.33 17.05
H: 16.62 12.14 16.53
H: 18.13 14.84 7.85
H: 13.71 6.93 14.10
H: 9.12 16.48 19.42
H: 6.78 14.83 13.84
H: 17.35 13.55 9.09
H: 12.86 15.82 20.02
H: 12.09 13.08 20.10
H: 6.57 15.35 16.11
H: 17.57 9.80 8.74
H: 14.54 7.52 12.66
C: 10.90 14.87 18.61
H: 17.45 14.50 18.45
O: 14.30 8.92 14.18
H: 16.74 9.33 17.58
H: 12.61 8.46 18.21
C: 14.93 12.65 12.82
H: 15.16 9.35 14.07
O: 18.37 8.67 10.35
H: 16.07 7.29 15.34
H: 16.92 18.41 9.88
H: 10.86 15.89 18.24
H: 18.11 16.10 9.76
H: 13.33 10.09 18.17
H: 11.88 12.38 18.50
H: 16.46 15.82 15.60
C: 15.85 7.04 14.30
C: 16.94 10.41 17.56
H: 11.73 15.71 14.47
H: 19.50 17.79 9.01
H: 17.68 15.61 12.70
H: 16.73 9.10 12.26
H: 9.12 10.46 15.80
C: 14.52 7.57 13.77
C: 7.34 13.97 14.23
H: 9.81 15.73 15.79
H: 14.09 11.97 13.05
C: 12.49 13.08 19.09
H: 8.70 15.60 20.92
H: 16.47 11.43 12.86
H: 10.24 14.24 17.99
H: 12.22 13.17 14.66
C: 11.03 11.65 15.49
C: 12.14 10.72 15.87
H: 18.66 10.54 18.85
C: 19.35 14.33 16.30
O: 16.19 12.24 13.35
N: 17.16 14.52 17.48
H: 14.92 12.82 11.74
H: 19.01 13.35 15.95
H: 17.39 16.07 6.88
H: 11.52 15.64 12.74
H: 18.57 16.11 16.97
O: 11.74 9.80 16.90
H: 13.66 9.03 16.87
H: 12.53 14.40 17.47
H: 10.69 13.08 13.99
H: 13.79 14.52 13.18
C: 14.68 13.94 13.53
O: 10.43 14.96 19.99
C: 18.40 10.68 17.79
H: 19.27 8.68 10.03
H: 6.54 13.31 14.54
H: 17.16 10.94 15.38
H: 14.10 15.25 19.29
H: 16.02 10.52 19.46
H: 18.50 11.75 17.64
O: 16.54 10.00 11.94
H: 15.92 10.82 10.13

Computed properties:
- SMILES: COC[C@H](C)N.COC[C@H](C)N.COC[C@H](C)N.COC[C@H](C)N.COC[C@H](C)N.COC[C@H](C)N.OCCO.OCCO.OCCO
- E_LUMO: 0.4 eV